A cluster of 2 separate species, C5H14 in total at a distorted geometry, computed with ωB97M-V with the def2-TZVPD basis set.

Properties
* structure (SMILES): CCC.CC
* ΔE to the lowest compared entry with this formula, charge and spin: 126.19 kJ/mol
* net charge: 0
* HOMO level: -10.781 eV
* orbital gap: 11.89 eV
* LUMO level: 1.113 eV

Each line ends with the Löwdin charge.
Positions of all 19 atoms, in Å:
1 C 0.42793 -2.62269 1.37911  -0.10
2 C 0.45791 -1.47253 0.28650  -0.32
3 C 1.55495 -0.44998 0.40372  -0.14
4 H 0.41168 -3.54961 0.84168  0.05
5 H -0.50776 -2.50612 1.95507  0.07
6 H 1.37745 -2.50530 1.91366  0.06
7 H 0.45110 -2.06589 -0.64353  0.10
8 H -0.56312 -1.09925 0.22123  0.07
9 H 2.59157 -0.75086 0.51096  0.07
10 H 1.66558 0.19557 -0.49873  0.05
11 H 1.23072 0.38317 1.06386  0.08
12 C -1.57428 2.80712 -0.81317  -0.18
13 C -0.77997 1.57270 -1.16380  -0.17
14 H -0.85466 3.58632 -0.53593  0.06
15 H -2.12115 3.32776 -1.61276  0.06
16 H -2.32179 2.79662 0.00224  0.07
17 H -1.31115 0.71679 -0.67684  0.06
18 H 0.24278 1.61734 -0.82811  0.04
19 H -1.01253 1.16859 -2.13662  0.07

Force components x, y, z for each atom (eV/Å):
C 0.1 2.0 -0.7
C -0.8 -2.4 -0.5
C -0.6 2.5 -1.2
H 0.0 -0.7 0.1
H 0.9 -0.3 0.3
H -0.6 -0.5 0.5
H 0.8 0.6 -0.1
H 0.3 0.9 0.3
H -0.1 -0.6 0.8
H -0.4 -0.8 -0.1
H 0.6 -0.9 0.5
C -0.1 2.3 0.1
C -2.6 -1.8 0.9
H -0.1 0.0 0.3
H 0.2 -0.7 -0.3
H 0.6 -0.7 -0.2
H 0.9 0.5 0.6
H 0.1 -0.1 -0.4
H 0.9 0.7 -1.0



A cluster of 2 separate species, C25H35F3P in total at a distorted geometry, computed with ωB97M-V with the def2-TZVPD basis set.

Properties
* net charge: +1
* HOMO level: -10.584 eV
* orbital gap: 3.86 eV
* LUMO level: -6.723 eV

Each line ends with the Löwdin charge.
Positions of all 64 atoms, in Å:
1 C -3.60128 -2.70548 -2.95718  -0.11
2 C -2.43724 -2.16883 -2.11763  -0.30
3 C -2.42291 -0.64312 -1.94171  -0.27
4 C -1.19800 -0.11816 -1.16744  -0.39
5 P -1.02416 -0.94296 0.46651  1.01
6 C 0.47646 -0.27170 1.28787  -0.35
7 C 1.48733 -1.38016 1.62010  -0.28
8 C 0.90029 -2.47313 2.50701  -0.30
9 C 1.88165 -3.59914 2.83743  -0.10
10 C -2.35033 0.01825 1.33969  -0.37
11 C -2.60626 -0.47886 2.76145  -0.28
12 C -3.65497 0.33194 3.55694  -0.27
13 C -3.25355 1.76764 3.87258  -0.12
14 H -3.44030 -3.77450 -3.12468  0.07
15 H -4.55769 -2.58448 -2.43663  0.08
16 H -3.67339 -2.20952 -3.93114  0.07
17 H -2.48273 -2.64063 -1.12572  0.08
18 H -1.48660 -2.49702 -2.56361  0.11
19 H -2.42797 -0.16285 -2.93011  0.11
20 H -3.35860 -0.33880 -1.44086  0.11
21 H -0.26604 -0.28657 -1.72771  0.05
22 H -1.30364 0.95980 -0.98293  0.08
23 H 0.91642 0.44518 0.58800  0.02
24 H 0.18865 0.29163 2.19095  0.09
25 H 1.88158 -1.83021 0.69124  0.10
26 H 2.33911 -0.90680 2.13125  0.11
27 H 0.53445 -2.02320 3.44196  0.11
28 H 0.02090 -2.90116 2.00558  0.08
29 H 1.41081 -4.25832 3.57331  0.08
30 H 2.11863 -4.19262 1.94624  0.08
31 H 2.81779 -3.21333 3.25896  0.07
32 H -2.06069 1.08109 1.32258  0.08
33 H -3.27250 -0.07680 0.74412  0.08
34 H -2.98246 -1.51261 2.71959  0.11
35 H -1.66987 -0.49392 3.33912  0.09
36 H -4.60664 0.32765 3.01039  0.11
37 H -3.82819 -0.21072 4.49543  0.11
38 H -4.02249 2.23012 4.49712  0.07
39 H -2.29950 1.80100 4.41116  0.07
40 H -3.15575 2.36574 2.96091  0.06
41 F 3.75776 -2.35791 -1.37309  0.07
42 C 3.89653 -1.07692 -0.87207  -0.21
43 C 4.82679 -0.87838 0.14387  0.13
44 C 4.75186 0.34119 0.81737  -0.20
45 F 5.59819 0.53932 1.89252  0.07
46 C 3.83482 1.32309 0.49871  0.08
47 C 2.90058 1.09133 -0.55749  -0.20
48 C 1.82731 2.01523 -0.74014  0.13
49 C 1.41711 2.55664 -1.98504  -0.18
50 C 1.28065 3.97187 -2.10979  0.02
51 C 0.76981 4.53603 -3.26852  -0.02
52 C 0.33893 3.72997 -4.33039  0.06
53 C 0.55803 2.36143 -4.23010  -0.20
54 F 0.05149 1.54132 -5.21395  0.07
55 C 1.12451 1.75932 -3.11955  0.07
56 C 3.01401 -0.10218 -1.30857  0.07
57 H 5.50510 -1.65931 0.46082  0.15
58 H 3.79771 2.26107 1.05893  0.15
59 H 1.51643 2.58337 0.15065  0.16
60 H 1.61571 4.59957 -1.27836  0.13
61 H 0.69061 5.62344 -3.35112  0.13
62 H -0.17327 4.14172 -5.18976  0.14
63 H 1.21531 0.67655 -3.08157  0.11
64 H 2.35372 -0.30219 -2.14351  0.12

Force components x, y, z for each atom (eV/Å):
C 0.2 0.1 0.1
C 0.0 0.0 0.1
C 0.0 -0.2 -0.2
C 0.2 0.3 0.2
P -1.1 -0.7 0.4
C -0.1 0.2 -0.2
C 0.2 0.3 0.0
C -0.1 -0.1 0.1
C -0.2 0.1 0.0
C 0.0 0.0 0.0
C -0.4 0.0 0.3
C 0.2 -0.3 -0.1
C 0.0 -0.1 -0.1
H -0.2 0.1 -0.1
H 0.1 0.0 -0.1
H 0.0 -0.1 0.1
H 0.1 0.1 -0.2
H -0.1 0.1 0.1
H -0.1 -0.1 0.1
H 0.4 0.0 -0.1
H -0.3 -0.1 -0.1
H 0.1 0.0 -0.2
H 0.0 0.1 0.2
H 0.1 -0.2 -0.2
H -0.2 0.1 0.3
H 0.0 -0.2 0.0
H 0.1 0.0 -0.2
H 0.2 0.1 0.2
H 0.2 0.0 -0.1
H 0.0 0.1 0.2
H -0.2 -0.1 0.0
H -0.1 -0.1 0.1
H 0.2 0.0 0.2
H 0.3 0.2 -0.1
H -0.1 0.0 -0.1
H 0.1 0.0 0.1
H 0.0 0.1 -0.1
H 0.2 0.1 -0.1
H -0.1 0.0 0.0
H 0.0 0.0 0.1
F 0.5 1.9 0.3
C -0.3 -1.4 -0.3
C -0.6 0.4 0.1
C 1.1 0.2 0.9
F -1.2 -0.2 -1.6
C -0.8 0.0 0.2
C 0.7 -1.0 0.4
C 1.7 1.4 -0.2
C -0.8 0.0 -0.9
C -0.4 -0.2 0.5
C 0.3 0.2 -0.1
C 0.3 -0.1 0.6
C -0.8 -1.1 -0.5
F 0.9 1.0 1.0
C -0.1 0.1 -0.1
C 0.0 0.0 0.1
H 0.0 0.0 0.0
H 0.0 -0.5 0.0
H 0.4 -0.1 -0.4
H -0.3 -0.1 -0.3
H 0.0 -0.4 0.1
H 0.1 0.0 0.0
H -0.3 0.5 -0.2
H 0.2 -0.3 0.4



A cluster of 2 separate species, C4H8N in total at a distorted geometry, computed with ωB97M-V with the def2-TZVPD basis set.

Properties
* ΔE to the lowest compared entry with this formula, charge and spin: 692.34 kJ/mol
* net charge: +1
* HOMO level (spin up / spin down): -13.942 / -14.429 eV
* orbital gap (spin up / spin down): 10.35 / 9.14 eV
* LUMO level (spin up / spin down): -3.593 / -5.294 eV

Each line ends with the Löwdin charge.
Positions of all 13 atoms, in Å:
1 C 0.31712 0.28985 2.12810  0.03
2 C 0.12931 0.61107 0.95324  -0.11
3 C 0.44063 -1.11877 -0.78821  -0.05
4 C -0.36481 -0.03353 -1.45841  0.06
5 N 0.57548 0.19864 -0.29442  -0.09
6 H -0.20358 0.67475 2.98404  0.08
7 H 1.10241 -0.31748 2.71090  0.14
8 H -1.16998 3.10608 0.99203  0.10
9 H -0.03222 -2.01000 -0.19825  0.19
10 H 1.28887 -1.49805 -1.21144  0.10
11 H -0.12080 0.51421 -2.37822  0.14
12 H -1.41315 -0.01915 -0.98282  0.17
13 H 1.47563 0.77529 -0.46964  0.25

Force components x, y, z for each atom (eV/Å):
C 2.3 -1.9 6.4
C -2.1 1.2 -3.2
C -2.5 -2.8 -0.1
C -1.4 -0.6 2.0
N 2.5 3.2 0.4
H -0.9 0.8 -0.1
H -0.6 0.1 -1.9
H 0.1 -0.2 0.0
H 0.4 2.5 -0.6
H 2.2 -0.6 -1.5
H -0.1 -0.6 0.5
H 1.6 0.3 -1.5
H -1.6 -1.6 -0.4



An isolated molecule of C5H7NO at a distorted geometry, computed with ωB97M-V with the def2-TZVPD basis set.

Properties
* ΔE to the lowest compared entry with this formula, charge and spin: 146.99 kJ/mol
* net charge: 0
* HOMO level: -10.447 eV
* orbital gap: 11.26 eV
* LUMO level: 0.815 eV

Each line ends with the Löwdin charge.
Positions of all 14 atoms, in Å:
1 C -1.07546 -0.99550 0.49186  -0.04
2 C -0.57842 0.36833 0.01988  -0.40
3 C 0.85145 0.33031 -0.52307  -0.12
4 C 1.90281 0.14128 0.54010  -0.25
5 O 1.67699 0.08806 1.72593  0.06
6 C -2.15120 1.25734 -1.85860  0.03
7 N -1.44376 0.87164 -1.00416  -0.05
8 H -2.10612 -0.92445 0.84886  0.09
9 H -0.44416 -1.34850 1.31001  0.08
10 H -1.04638 -1.71938 -0.32911  0.09
11 H -0.61641 1.07309 0.85706  0.15
12 H 0.96315 -0.46399 -1.27317  0.13
13 H 1.08584 1.26771 -1.04523  0.13
14 H 2.94255 0.06684 0.15859  0.12

Force components x, y, z for each atom (eV/Å):
C 0.0 -0.1 0.0
C 0.1 0.0 0.2
C 0.0 0.0 0.0
C -0.1 0.0 0.4
O 0.1 0.0 -0.5
C 0.7 -0.4 0.8
N -0.7 0.4 -0.9
H 0.1 0.0 0.0
H -0.1 0.0 -0.1
H 0.0 0.1 0.1
H 0.0 -0.1 -0.1
H 0.0 0.1 0.1
H 0.0 -0.1 0.1
H -0.1 0.0 0.1



A structure of composition C54H47N2O2P2PdTe, computed with ωB97M-V with the def2-TZVPD basis set.

Properties
* ΔE to the lowest compared entry with this formula, charge and spin: 0.00 kJ/mol
* net charge: +1
* HOMO level: -10.051 eV
* orbital gap: 7.33 eV
* LUMO level: -2.718 eV

Each line ends with the Löwdin charge.
Positions of all 109 atoms, in Å:
1 Pd 0.90472 1.00760 -0.39675  0.54
2 C 0.74924 -5.73554 -2.51193  -0.04
3 C 0.60141 -4.40504 -1.81869  -0.25
4 C -0.46732 -4.14748 -0.95565  0.02
5 C -0.62660 -2.93316 -0.32985  -0.08
6 C -1.77845 -2.69581 0.60844  -0.29
7 O -1.57387 -2.45865 1.77765  0.11
8 C -3.17713 -2.73541 0.06689  -0.14
9 C -3.46592 -3.00856 -1.26974  -0.04
10 C -4.78260 -3.04231 -1.70791  -0.08
11 C -5.81493 -2.77574 -0.82174  -0.07
12 C -5.53382 -2.48257 0.50814  -0.06
13 C -4.22314 -2.47128 0.95095  -0.02
14 C 0.30032 -1.87328 -0.52421  -0.29
15 O 0.02654 -0.74948 0.06941  -0.23
16 C 1.42122 -2.13642 -1.36337  -0.07
17 C 1.51226 -3.39521 -2.00196  0.02
18 C 2.55097 -1.22780 -1.50399  -0.18
19 N 2.54790 0.00574 -1.11541  -0.07
20 C 3.79828 0.77494 -1.00209  -0.29
21 C 3.77787 2.04074 -1.83757  -0.42
22 Te 1.86137 2.99841 -1.71160  1.48
23 C 1.22333 2.29104 -3.59372  -0.51
24 C 0.48858 1.11799 -3.73373  -0.14
25 C 0.15396 0.66928 -5.00398  -0.07
26 C 0.54938 1.38531 -6.12541  -0.07
27 C 1.27245 2.56054 -5.98202  -0.07
28 C 1.60705 3.01959 -4.71584  -0.14
29 C 3.79176 -1.77197 -2.13968  -0.23
30 C 4.11395 -1.35715 -3.42773  -0.03
31 C 5.25421 -1.84789 -4.04789  -0.06
32 C 6.08055 -2.73781 -3.37589  -0.07
33 C 5.76118 -3.14627 -2.08777  -0.06
34 C 4.61221 -2.67317 -1.47188  -0.03
35 H -0.09121 -6.39035 -2.28541  0.08
36 H 1.66070 -6.24768 -2.19959  0.08
37 H 0.79566 -5.61649 -3.59520  0.08
38 H -1.19934 -4.92846 -0.77473  0.14
39 H -2.66237 -3.19256 -1.96905  0.11
40 H -5.00340 -3.26920 -2.74319  0.11
41 H -6.84132 -2.79788 -1.16483  0.11
42 H -6.34104 -2.27670 1.19866  0.11
43 H -3.98291 -2.26712 1.98605  0.12
44 H 2.34602 -3.57166 -2.66793  0.13
45 H 4.65914 0.16583 -1.27531  0.12
46 H 3.90340 1.04438 0.05128  0.12
47 H 3.93833 1.84737 -2.89790  0.06
48 H 4.52584 2.75017 -1.49025  0.06
49 H 0.17426 0.55549 -2.86164  0.06
50 H -0.41961 -0.24160 -5.11279  0.11
51 H 0.28780 1.03074 -7.11354  0.11
52 H 1.57218 3.12504 -6.85487  0.11
53 H 2.16053 3.94505 -4.60987  0.10
54 H 3.45772 -0.66764 -3.94886  0.12
55 H 5.49614 -1.53666 -5.05543  0.11
56 H 6.97226 -3.11649 -3.85710  0.11
57 H 6.40427 -3.84110 -1.56431  0.11
58 H 4.34927 -3.00329 -0.47408  0.12
59 C -2.18093 0.53482 2.58822  -0.11
60 N -0.98432 1.28984 2.17637  -0.48
61 P 0.54629 1.13256 2.96243  1.02
62 C 0.79918 -0.64098 3.30201  -0.37
63 C 0.15439 -1.34522 4.31866  -0.10
64 C 0.39381 -2.69869 4.49517  -0.07
65 C 1.29103 -3.36006 3.66823  -0.07
66 C 1.96390 -2.66272 2.67627  -0.07
67 C 1.72419 -1.30903 2.50206  -0.12
68 C 0.16554 1.74580 4.63816  -0.39
69 C -1.01657 2.39309 4.97263  -0.11
70 C -1.20908 2.89132 6.25751  -0.07
71 C -0.21887 2.75186 7.21459  -0.08
72 C 0.97215 2.11162 6.88644  -0.07
73 C 1.16194 1.61315 5.61026  -0.10
74 P -0.87610 1.98665 0.64925  0.86
75 C -2.48042 1.71945 -0.12604  -0.35
76 C -2.64743 0.70557 -1.06747  -0.08
77 C -3.89824 0.48160 -1.62299  -0.06
78 C -4.98249 1.25294 -1.23194  -0.06
79 C -4.82376 2.25243 -0.28124  -0.06
80 C -3.57564 2.48950 0.27030  -0.08
81 C -0.77469 3.79058 0.81026  -0.38
82 C -1.02468 4.55799 -0.32975  -0.16
83 C -0.90026 5.93568 -0.28505  -0.07
84 C -0.51866 6.55918 0.89748  -0.07
85 C -0.26161 5.80244 2.02864  -0.06
86 C -0.38677 4.41864 1.98765  -0.07
87 H -2.98236 1.20322 2.90887  0.08
88 H -1.91138 -0.11973 3.41095  0.07
89 H -2.54649 -0.09488 1.77856  0.06
90 H -0.53115 -0.83457 4.98424  0.11
91 H -0.12010 -3.23818 5.27992  0.11
92 H 1.47639 -4.41733 3.80749  0.11
93 H 2.67816 -3.17345 2.04186  0.10
94 H 2.25497 -0.76143 1.73147  0.08
95 H -1.79967 2.50950 4.23248  0.09
96 H -2.13997 3.38434 6.50644  0.11
97 H -0.37149 3.13621 8.21428  0.11
98 H 1.75075 1.99900 7.62939  0.11
99 H 2.08878 1.10440 5.36826  0.11
100 H -1.80375 0.08355 -1.34025  0.08
101 H -4.02814 -0.30312 -2.35427  0.10
102 H -5.95790 1.07169 -1.66445  0.11
103 H -5.67150 2.84913 0.02845  0.11
104 H -3.45231 3.27683 1.00324  0.12
105 H -1.34276 4.07658 -1.25005  0.11
106 H -1.10837 6.52625 -1.16753  0.11
107 H -0.42536 7.63652 0.93336  0.11
108 H 0.03558 6.28567 2.94999  0.11
109 H -0.18310 3.83738 2.87558  0.07

Force components x, y, z for each atom (eV/Å):
Pd -0.2 0.0 -0.1
C 0.0 0.0 0.0
C 0.0 -0.1 -0.1
C -0.1 0.0 0.1
C 0.0 0.0 0.0
C 0.1 0.1 0.0
O 0.0 -0.1 0.0
C 0.0 0.0 0.0
C 0.0 0.0 0.1
C 0.0 0.0 0.0
C 0.0 0.0 0.0
C 0.0 0.0 0.0
C 0.0 0.0 0.0
C 0.0 0.0 -0.1
O 0.0 0.2 0.1
C 0.0 0.0 0.0
C 0.0 0.0 0.0
C 0.0 -0.1 -0.1
N 0.1 0.1 0.1
C -0.1 0.0 0.0
C 0.0 0.0 0.0
Te -0.1 0.0 0.3
C 0.0 0.0 0.0
C 0.0 0.0 0.0
C 0.0 0.0 0.0
C 0.0 0.0 0.0
C 0.0 0.0 0.0
C 0.0 0.0 0.0
C 0.0 0.0 0.0
C 0.0 0.0 0.0
C 0.0 0.0 0.0
C 0.0 0.0 0.0
C 0.0 0.0 0.0
C 0.0 0.0 0.0
H 0.0 0.0 0.0
H 0.0 0.0 0.0
H 0.0 0.0 0.0
H 0.0 0.0 0.0
H 0.0 0.0 0.0
H 0.0 0.0 0.0
H 0.0 0.0 0.0
H 0.0 0.0 0.0
H 0.0 0.0 0.0
H 0.0 0.0 0.0
H 0.0 0.0 0.0
H 0.0 0.0 0.0
H 0.0 0.0 0.0
H 0.0 0.0 0.0
H 0.0 0.0 0.0
H 0.0 0.0 0.0
H 0.0 0.0 0.0
H 0.0 0.0 0.0
H 0.0 0.0 0.0
H 0.0 0.0 0.0
H 0.0 0.0 0.0
H 0.0 0.0 0.0
H 0.0 0.0 0.0
H 0.0 0.0 0.0
C -0.1 0.1 -0.1
N 0.0 -0.1 -0.1
P 0.2 0.1 0.0
C 0.0 0.0 0.0
C 0.0 0.0 0.0
C 0.0 0.0 0.0
C 0.0 0.0 0.0
C 0.0 0.0 0.0
C 0.0 0.0 0.0
C 0.1 0.0 0.0
C -0.1 0.1 0.0
C 0.0 0.0 0.0
C 0.0 0.0 0.0
C 0.0 0.0 0.0
C 0.0 0.0 0.0
P 0.1 -0.1 -0.1
C 0.0 -0.1 0.0
C 0.0 0.1 0.1
C 0.0 0.0 0.0
C 0.0 -0.1 0.0
C 0.0 0.0 0.0
C 0.0 0.0 -0.1
C 0.0 0.0 0.0
C 0.0 0.0 0.0
C 0.0 0.0 0.0
C 0.0 0.0 0.0
C 0.0 0.0 0.0
C 0.0 0.0 0.0
H 0.0 0.0 0.0
H 0.0 0.0 0.0
H 0.0 0.0 0.0
H 0.0 0.0 0.0
H 0.0 0.0 0.0
H 0.0 0.0 0.0
H 0.0 0.0 0.0
H 0.0 0.0 0.0
H 0.1 0.0 0.1
H 0.0 0.0 0.0
H 0.0 0.0 0.0
H 0.0 0.0 0.0
H 0.0 0.0 0.0
H 0.0 0.0 0.0
H 0.0 0.0 0.0
H 0.0 0.0 0.0
H 0.0 0.0 0.0
H 0.0 0.0 0.0
H 0.0 0.0 0.0
H 0.0 0.0 0.0
H 0.0 0.0 0.0
H 0.0 0.0 0.0
H 0.0 0.0 0.0



A cluster of 2 separate species, C2H2F2O2 in total at a distorted geometry, computed with ωB97M-V with the def2-TZVPD basis set.

Properties
* ΔE to the lowest compared entry with this formula, charge and spin: 387.57 kJ/mol
* net charge: 0
* HOMO level (spin up / spin down): -9.513 / -9.513 eV
* orbital gap (spin up / spin down): 8.49 / 8.49 eV
* LUMO level (spin up / spin down): -1.019 / -1.018 eV

Each line ends with the Löwdin charge.
Positions of all 8 atoms, in Å:
1 C -0.61724 -0.07723 -0.26733  0.08
2 C -0.04407 -0.37669 -1.57657  -0.52
3 O -0.72916 -0.78201 -2.48106  0.16
4 O 0.70684 0.51189 1.68580  -0.12
5 F -1.21565 -1.07082 0.33485  0.08
6 F 1.11911 0.24237 -1.71641  0.12
7 H -0.08911 0.07530 2.20763  0.11
8 H 0.86928 1.47718 1.81308  0.08

Force components x, y, z for each atom (eV/Å):
C -1.8 0.8 0.6
C -0.8 -0.7 -0.8
O 1.1 0.5 0.9
O -1.3 -1.4 1.1
F 0.8 -0.1 -0.3
F 0.5 -0.1 -0.5
H 2.5 2.4 -1.3
H -1.0 -1.3 0.3



Calculated total energy (hartree)
-198.841095; -1614.228490; -211.407407; -324.668483; -3424.446696; -427.476544